A:
6 unconnected molecules or ions with the total composition C4H17NO8, computed with the ωB97M-V functional and the def2-TZVPD basis.

Geometry as XYZ:
```
30
Properties=species:S:1:pos:R:3:lowdin_charge:R:1
C -1.48831 -0.06427 1.36072 -0.32
N -1.46752 0.06058 -0.05560 0.10
C -0.91716 -1.94779 -1.41803 -0.07
C -0.40158 -0.74656 -0.67170 -0.29
C 0.73051 -1.23183 0.21565 -0.37
O 0.56535 -2.60840 0.55670 0.04
O 1.74110 -0.69430 0.67133 0.09
O -0.51060 -0.28832 2.03452 0.05
H -2.38941 0.10792 1.99131 0.15
H -2.25980 0.28640 -0.64584 0.15
H -1.14189 -1.75488 -2.55286 0.12
H -1.48088 -2.80922 -0.89107 0.12
H -0.10940 -2.74478 -1.46757 0.09
H 0.08890 -0.05656 -1.49724 0.18
H 1.00984 -2.93079 1.33303 0.12
H 2.02101 0.94162 0.07796 -0.08
H 2.86118 2.11045 0.69681 0.17
O 2.26615 1.78322 -0.13602 -0.06
H -2.64849 -2.18857 2.37554 -0.08
H -1.65896 -2.42230 1.36030 -0.06
O -2.42395 -2.68840 1.74262 0.09
H 0.93918 2.23335 -1.18699 0.01
H -0.60972 2.43269 -1.29746 0.01
O 0.19315 2.52660 -1.79724 -0.08
H 1.52440 1.44060 -4.08605 0.02
H 1.80584 1.99255 -2.75983 -0.05
O 2.24899 1.67103 -3.52278 -0.04
H -0.59885 2.26514 0.95752 0.01
H -0.07851 3.48014 1.67594 0.06
O -0.89800 2.94041 1.62409 -0.08
```

Properties
lowest unoccupied orbital energy	0.0093	Eh
SMILES	C[C@@H](NC=O)C(=O)O.O.O.O.O.O
orbital gap	11.090	eV

B:
6 unconnected molecules or ions with the total composition C4H17NO8, computed with the ωB97M-V functional and the def2-TZVPD basis.

Geometry as XYZ:
```
30
Properties=species:S:1:pos:R:3:lowdin_charge:R:1
O 0.51520 0.65407 -1.20467 -0.02
C -0.49336 0.41266 -0.57753 -0.33
N -0.76819 1.04504 0.64423 0.10
C 0.37479 1.72085 1.39521 -0.22
C 1.28390 0.68666 2.04247 -0.17
O 2.53784 1.41869 2.34177 -0.05
C -0.29150 2.51724 2.62395 -0.16
O -1.25465 2.04841 3.19489 0.06
H -1.38311 -0.29283 -0.95971 0.16
H -1.55697 0.93609 1.15851 0.05
H 0.94478 2.31501 0.56554 0.17
H 1.34728 -0.21352 1.36495 0.10
H 0.70722 0.43483 3.04293 0.16
H 3.22225 1.13344 1.79580 0.04
H 0.04584 3.53458 2.79009 0.12
H -2.48619 -1.44838 1.20069 0.05
H -3.96927 -1.47965 0.77253 0.07
O -3.32968 -0.89542 1.28373 -0.11
H 1.61390 -1.44829 -0.07522 0.07
H 1.30013 -2.90082 0.35323 0.09
O 0.88393 -2.10382 -0.01779 -0.06
H -1.42590 -2.32838 -1.83725 0.04
H -0.77018 -2.11925 -0.42065 -0.01
O -1.59225 -2.11477 -0.93765 -0.08
H 0.99488 -1.42190 -2.27305 0.03
H 0.63571 -1.27065 -3.77848 0.00
O 1.10578 -1.88060 -3.19304 -0.11
H 1.33073 1.21743 -4.13689 0.08
H 0.06526 0.98088 -3.14707 -0.02
O 0.41183 0.86238 -4.01155 -0.07
```

Properties
lowest unoccupied orbital energy	-0.0027	Eh
SMILES	O=CN[C@@H](C=O)CO.O.O.O.O.O
orbital gap	9.947	eV

In terms of stability, B leads; the second structure lies 0.0260 hartree higher.

A:
3 unconnected molecules or ions with the total composition H5O2S, computed with the ωB97M-V functional and the def2-TZVPD basis.

Geometry as XYZ:
```
8
Properties=species:S:1:pos:R:3:lowdin_charge:R:1
S 1.75871 -0.41333 0.70738 -0.23
H 0.46858 -0.09610 0.90019 -0.47
H -0.65184 -2.20910 -0.18181 0.00
H 0.46757 -1.96296 -1.10473 -0.05
O -0.47958 -2.17461 -1.12953 -0.15
H -1.28552 2.11808 0.15853 0.02
H 0.22045 2.07136 0.45771 -0.03
O -0.49836 2.66668 0.19226 -0.10
```

Properties
lowest unoccupied orbital energy	0.1530	Eh
orbital gap	7.303	eV
total charge	-1

B:
3 unconnected molecules or ions with the total composition H5O2S, computed with the ωB97M-V functional and the def2-TZVPD basis.

Geometry as XYZ:
```
8
Properties=species:S:1:pos:R:3:lowdin_charge:R:1
S 0.65097 -0.21272 0.50879 -0.01
H 0.76539 -1.18973 1.41497 -0.41
H -1.89090 2.19640 1.07430 0.01
H -0.61361 1.73321 0.70555 -0.13
O -1.00101 2.59150 1.01426 -0.17
H 0.47112 -1.45516 -1.49798 -0.12
H -0.87956 -1.90917 -1.71683 0.00
O 0.00167 -2.10353 -2.06331 -0.17
```

Properties
lowest unoccupied orbital energy	0.1570	Eh
orbital gap	7.664	eV
total charge	-1

In terms of stability, B leads; the second structure lies 0.0031 hartree higher.

A:
A single C6H10O4 molecule, computed with the ωB97M-V functional and the def2-TZVPD basis.

Geometry as XYZ:
```
20
Properties=species:S:1:pos:R:3:lowdin_charge:R:1
C -0.36282 1.05105 -1.30080 -0.34
C -0.46027 1.29105 0.27039 -0.02
C -0.50630 0.01693 1.22527 -0.26
C 0.50087 -1.09331 0.69430 -0.29
C 0.08079 -1.29408 -0.71105 -0.17
C 0.60097 -0.06837 -1.32571 -0.28
H -0.04120 2.06410 -2.90943 0.12
H -1.40496 0.77013 -1.80202 0.19
H 0.41719 1.86090 0.38665 0.11
H -1.34053 1.83645 0.52075 0.11
H -1.50670 -0.49032 1.12325 0.16
H 0.04572 -0.39775 3.07389 0.09
H 1.49679 -0.72082 0.87256 0.15
H 0.87200 -2.95337 1.40044 0.17
H -1.05102 -1.35176 -0.93561 0.19
H 1.58546 0.26858 -1.01454 0.16
O 0.07379 2.22240 -1.94065 -0.03
O -0.17592 0.42148 2.58585 -0.03
O 0.31046 -2.11288 1.72377 -0.09
O 0.86566 -1.32040 -1.93729 0.05
```

Properties
lowest unoccupied orbital energy	0.0236	Eh
SMILES	O[C@H]1[C@@H]2O[C@H]2[C@H](O)C[C@@H]1O
orbital gap	10.570	eV

B:
2 unconnected molecules or ions with the total composition C6H10O4, computed with the ωB97M-V functional and the def2-TZVPD basis.

Geometry as XYZ:
```
20
Properties=species:S:1:pos:R:3:lowdin_charge:R:1
C 0.63351 -1.27108 -2.21550 0.03
C 1.36057 0.03091 -2.29285 -0.55
O 1.21086 0.63310 -3.47390 0.12
O 2.00994 0.53519 -1.40449 0.07
H 1.73537 1.44937 -3.50478 0.13
H -0.28082 -1.12781 -1.64124 0.08
H 1.23422 -2.00595 -1.69309 0.10
H 0.37568 -1.61902 -3.20832 0.09
C -2.13990 -0.05027 2.52550 -0.02
C 0.21357 0.07678 1.43896 -0.32
C -1.31018 -0.20734 1.27704 -0.41
C 0.24543 1.42081 1.38722 0.08
O 1.05417 -0.75626 0.81675 0.04
O -1.72822 -0.73542 0.26608 0.08
H 1.73308 -0.25912 0.31613 0.09
H -1.73225 0.72853 3.17323 0.07
H -2.10615 -1.00202 3.07127 0.10
H -3.17473 0.15911 2.26602 0.08
H -0.43360 2.06632 1.91724 0.07
H 1.09944 1.93417 0.97873 0.07
```

Properties
lowest unoccupied orbital energy	0.0238	Eh
SMILES	C=C(O)C(C)=O.CC(=O)O
orbital gap	9.867	eV

In terms of stability, B leads; the second structure lies 0.1114 hartree higher.